Here is a molecular structure, C48H49Br2N3P2SY from the Open Molecules 2025 dataset. Energies are from ωB97M-V/def2-TZVPD.

Values from the calculation:
HOMO-LUMO gap   5.26 eV
HOMO level   -14.05 eV
Strongest force on any atom   0.95 eV/Å
LUMO level   -8.79 eV
Charge   +3

Each line ends with the Löwdin charge.
CARTESIAN COORDINATES (ANGSTROEM)
Y 0.865 -0.666 1.166  1.463
Br 7.240 -1.587 -1.556  0.944
Br 5.732 3.196 4.438  0.945
S -1.143 5.254 -3.227  0.837
P -0.489 -0.551 -1.428  0.971
P -1.141 1.329 0.728  0.938
N 3.008 -0.771 0.094  -0.016
N -0.772 1.134 -0.968  -0.416
N 2.554 0.609 2.332  -0.027
C 0.837 -1.177 -3.782  -0.084
C -2.318 5.116 -4.586  -0.400
C 4.460 2.152 3.605  -0.664
C -0.609 5.761 1.632  -0.026
C -5.121 0.728 0.094  -0.039
C -0.133 -3.478 1.867  -0.030
C 1.220 -3.607 1.548  -0.226
C -1.039 0.329 -3.988  -0.105
C -2.008 -1.489 -1.208  -0.372
C -0.197 -0.453 -3.193  -0.388
C 0.348 -2.001 3.749  -0.298
C 3.199 -1.586 -0.953  -0.131
C 4.439 -1.859 -1.488  -0.056
C -4.256 -3.069 -0.723  -0.031
C 3.816 0.649 1.861  -0.189
C 0.291 3.540 1.568  -0.126
C -1.850 5.278 1.236  -0.029
C 1.033 -1.129 -5.155  -0.044
C -2.881 0.958 0.928  -0.418
C -0.557 -2.690 2.937  -0.045
C 0.154 3.378 -1.796  -0.253
C -2.024 3.924 1.001  -0.055
C -3.323 0.641 2.211  -0.105
C -2.800 -1.930 -2.268  -0.048
C 2.250 1.313 3.434  -0.129
C -3.466 -2.649 0.344  -0.054
C 0.464 4.894 1.804  -0.047
C 0.673 -4.841 -0.602  -0.051
C 3.165 2.091 4.110  -0.055
C -0.948 3.048 1.156  -0.380
C 5.547 -1.262 -0.899  -0.664
C -2.347 -1.882 0.085  -0.180
C 1.705 -2.126 3.428  -0.083
C 0.196 -0.350 -5.939  -0.030
C 2.302 -5.795 1.078  -0.025
C -0.858 3.503 -2.925  -0.534
C -3.781 1.013 -0.132  -0.088
C 5.367 -0.429 0.202  -0.019
C -0.836 0.378 -5.358  -0.038
C 2.127 -2.902 2.351  -0.070
C -4.663 0.365 2.435  -0.050
C -3.918 -2.716 -2.020  -0.031
C 1.728 -4.519 0.452  -0.382
C 4.089 -0.203 0.671  -0.191
C -0.111 -1.205 4.941  -0.014
C 0.441 1.945 -1.366  -0.273
C -5.558 0.402 1.372  -0.038
C 4.789 1.420 2.467  -0.018
H 2.873 2.638 4.994  0.128
H 3.097 -5.586 1.793  0.088
H 3.188 -2.983 2.142  0.141
H 2.311 -2.047 -1.362  0.074
H 1.181 1.956 -0.543  0.085
H 2.444 -1.629 4.044  0.132
H -0.783 -1.803 5.558  0.108
H 4.539 -2.524 -2.334  0.127
H -1.872 4.614 -5.444  0.038
H -5.010 0.130 3.432  0.118
H -5.827 0.768 -0.724  0.122
H 0.196 -3.943 -1.009  0.067
H -2.679 5.959 1.105  0.126
H 0.918 1.425 -2.197  0.099
H 0.731 -0.903 5.561  0.094
H 6.227 0.015 0.681  0.118
H -1.800 3.023 -2.640  0.064
H -2.544 -1.678 -3.287  0.107
H -3.440 1.268 -1.128  0.106
H 1.833 -1.698 -5.610  0.119
H -2.578 6.128 -4.889  0.041
H -2.994 3.556 0.691  0.113
H 1.131 -5.380 -1.430  0.098
H -0.112 -5.487 -0.204  0.096
H -2.630 0.623 3.048  0.097
H -3.731 -2.915 1.359  0.119
H 1.487 -1.794 -3.183  0.074
H 1.519 -6.353 1.594  0.102
H -1.615 -2.645 3.174  0.138
H -0.666 -0.309 4.654  0.078
H -0.177 3.982 -0.955  0.072
H -1.838 0.908 -3.543  0.106
H -0.478 6.820 1.811  0.125
H 1.141 2.877 1.673  0.067
H -5.131 -3.678 -0.540  0.125
H -6.604 0.187 1.546  0.122
H -1.487 0.982 -5.976  0.124
H 2.553 -3.989 -0.038  0.116
H -3.228 4.603 -4.279  0.038
H 1.427 5.279 2.112  0.117
H 5.792 1.469 2.073  0.118
H 1.113 3.801 -2.111  0.129
H 1.224 1.256 3.782  0.117
H 0.346 -0.310 -7.010  0.125
H 2.711 -6.437 0.299  0.098
H -1.760 -1.542 0.936  0.030
H -0.872 -4.017 1.289  0.123
H -4.523 -3.059 -2.849  0.124
H -0.491 3.014 -3.831  0.076

---

Here is a molecular structure, C48H50IrN2O5S3SbSeSi at a distorted geometry from the Open Molecules 2025 dataset. Energies are from ωB97M-V/def2-TZVPD.

Values from the calculation:
HOMO-LUMO gap (alpha / beta)   7.17 / 5.06 eV
Multiplicity   6
HOMO level (alpha / beta)   -5.00 / -5.32 eV
Strongest force on any atom   2.26 eV/Å
LUMO level (alpha / beta)   2.17 / -0.26 eV
Charge   -1

Each line ends with the Löwdin charge.
CARTESIAN COORDINATES (ANGSTROEM)
Ir -1.318 0.650 -2.253  0.977
Sb 1.452 -1.097 -3.239  1.283
Se -0.341 -0.229 1.787  0.961
S -0.707 -1.732 -2.634  0.052
S -0.606 1.676 -4.501  0.239
S 1.329 -1.792 0.345  0.632
Si -3.198 2.215 0.194  0.458
O -0.499 2.471 -5.691  -0.297
O -1.969 1.073 -4.317  -0.454
O 0.373 0.534 -4.527  -0.549
O -0.312 2.428 -3.239  -0.428
O -2.106 1.178 -0.352  -0.540
N 1.791 -4.343 0.737  0.118
N 3.385 -2.838 1.651  0.059
C 3.812 -2.518 -1.752  -0.155
C 2.442 2.350 -0.698  -0.063
C -1.035 5.775 2.394  -0.104
C 3.765 2.624 -1.008  -0.082
C -6.009 -0.223 3.081  -0.111
C 0.737 -0.351 6.370  -0.268
C 2.711 -0.186 -5.894  -0.119
C 1.985 -6.739 0.820  -0.030
C -2.420 5.772 2.301  -0.095
C -2.365 3.640 1.138  -0.199
C -4.311 1.259 1.407  -0.208
C 2.830 -0.127 -7.272  -0.078
C 1.557 -2.286 -6.081  -0.115
C 4.415 -4.841 -1.899  -0.104
C 4.119 -3.877 2.017  -0.147
C 3.753 -5.187 1.762  -0.030
C -4.311 2.973 -1.185  -0.597
C 4.677 -3.557 -1.441  -0.098
C -0.976 3.655 1.265  -0.088
C 1.686 -2.230 -7.463  -0.092
C -4.802 1.800 2.596  -0.093
C 2.679 -2.746 -2.526  -0.356
C 2.530 0.285 3.095  -0.075
C 1.793 1.287 -1.306  -0.155
C -4.825 1.838 -2.081  -0.096
C 4.434 1.839 -1.933  -0.086
C -0.881 -0.640 4.583  -0.287
C 2.454 0.511 -2.243  -0.315
C 3.271 -5.084 -2.645  -0.100
C -5.644 1.071 3.426  -0.105
C -0.546 -0.642 5.930  -0.024
C -3.463 3.929 -2.032  -0.082
C 2.532 -5.375 1.117  -0.345
C 3.780 0.787 -2.558  -0.136
C 1.429 -0.044 4.064  -0.279
C 0.115 -0.338 3.637  -0.460
C 2.307 -1.144 -8.059  -0.095
C 2.410 -4.041 -2.954  -0.128
C 1.709 -0.059 5.422  -0.018
C -5.528 3.729 -0.638  -0.098
C 2.069 -1.264 -5.296  -0.301
C -2.297 -0.976 4.195  -0.065
C -5.506 -0.791 1.918  -0.095
C 2.254 -3.113 0.981  -0.765
C -4.667 -0.055 1.095  -0.098
C -0.314 4.705 1.884  -0.090
C -3.071 4.716 1.679  -0.111
C 1.049 -0.332 7.841  -0.054
H 4.377 -6.020 2.055  0.100
H 5.048 -3.642 2.529  0.106
H 0.767 4.701 1.966  0.095
H 2.666 -7.519 1.157  0.071
H -3.009 -0.376 4.763  0.083
H 2.717 0.175 5.748  0.112
H 1.823 -6.828 -0.254  0.075
H 3.288 0.739 -7.733  0.102
H 5.559 -3.365 -0.842  0.102
H -5.377 2.259 -2.928  0.085
H 5.468 2.053 -2.173  0.099
H -4.521 2.806 2.882  0.086
H 4.305 0.181 -3.288  0.101
H 1.266 -3.018 -8.076  0.098
H 1.507 -4.241 -3.521  0.089
H -5.236 4.679 -0.186  0.060
H -1.315 -0.873 6.660  0.122
H 5.100 -5.649 -1.674  0.098
H -6.067 3.139 0.108  0.072
H 3.388 0.705 3.619  0.077
H -4.001 1.255 -2.490  0.040
H -4.065 4.355 -2.841  0.087
H 1.910 2.967 0.015  0.095
H 0.761 1.080 -1.052  0.031
H -6.680 -0.784 3.719  0.093
H 0.502 0.475 8.332  0.081
H 4.010 -1.528 -1.362  0.086
H -2.617 3.409 -2.482  0.054
H -0.415 2.819 0.860  0.066
H -2.502 -2.028 4.403  0.091
H -5.489 1.167 -1.530  0.075
H -4.265 -0.503 0.192  0.104
H -0.525 6.607 2.864  0.094
H -4.152 4.741 1.612  0.084
H 1.033 -3.115 -5.620  0.091
H -3.067 4.748 -1.426  0.076
H 2.114 -0.180 8.013  0.071
H -5.769 -1.809 1.657  0.098
H 1.020 -6.860 1.310  0.082
H -6.016 1.514 4.342  0.095
H 2.851 -0.611 2.565  0.040
H -6.220 3.949 -1.458  0.079
H 2.184 0.997 2.344  0.054
H -2.478 -0.795 3.137  0.015
H 3.059 -6.088 -2.993  0.098
H 4.273 3.454 -0.534  0.100
H 2.365 -1.077 -9.138  0.097
H -2.993 6.599 2.704  0.096
H 0.749 -1.270 8.311  0.078
H 3.061 0.636 -5.284  0.094

---

Here is a molecular structure, C48H51ClIN4O4OsTe from the Open Molecules 2025 dataset. Energies are from ωB97M-V/def2-TZVPD.

Values from the calculation:
HOMO-LUMO gap (alpha / beta)   5.70 / 5.90 eV
Multiplicity   2
HOMO level (alpha / beta)   -11.83 / -11.82 eV
Strongest force on any atom   0.54 eV/Å
LUMO level (alpha / beta)   -6.13 / -5.92 eV
Charge   +2

Each line ends with the Löwdin charge.
CARTESIAN COORDINATES (ANGSTROEM)
Os -1.043 1.141 0.748  1.512
I -0.086 5.068 -0.445  1.157
Te 1.974 -0.806 -1.092  1.534
Cl -3.876 4.003 -4.432  0.783
O 0.707 2.040 0.236  -0.275
O -0.398 0.080 2.254  -0.259
O 1.805 -0.094 2.528  0.123
O -1.936 2.816 1.001  -0.280
N 1.339 2.857 2.204  0.130
N -4.433 1.974 0.264  0.097
N -3.659 -2.782 0.149  -0.078
N -2.290 -0.676 0.509  -0.259
C 3.222 2.617 -0.814  -0.041
C 1.147 2.796 5.761  0.017
C -4.165 -2.063 1.366  -0.029
C 0.021 1.751 -3.977  -0.074
C 0.942 -3.296 -2.647  -0.302
C 4.452 2.439 -1.424  -0.055
C 3.029 -3.630 -1.445  -0.313
C 2.088 -6.885 -3.188  -0.038
C 1.004 -4.617 -3.076  -0.018
C 0.363 0.965 -2.889  -0.180
C 0.887 1.806 -5.061  -0.058
C -3.788 -1.912 -1.062  -0.032
C -2.221 -3.167 0.326  -0.029
C 0.750 0.296 2.951  -0.509
C 1.271 2.194 4.523  -0.129
C 4.159 -3.148 -0.573  -0.090
C -0.929 -0.891 5.052  -0.024
C -3.320 -0.787 1.572  -0.105
C -2.921 -0.659 -0.836  -0.114
C 2.073 1.087 -5.044  -0.029
C 4.056 1.534 1.183  -0.039
C -4.172 2.928 -1.947  -0.160
C -2.159 4.201 -2.406  -0.177
C -0.193 0.408 5.262  -0.187
C 1.660 2.350 1.031  -0.433
C 2.092 2.894 3.456  -0.055
C 5.276 1.347 0.555  -0.047
C -0.271 1.030 6.505  0.015
C -1.413 -1.886 0.594  -0.136
C 5.480 1.805 -0.739  -0.052
C 0.588 0.994 4.267  -0.056
C 3.046 -4.945 -1.898  -0.003
C 3.728 -0.469 -3.953  -0.052
C 0.278 2.888 8.117  -0.031
C 0.386 2.220 6.777  -0.238
C -0.209 -2.450 -3.124  -0.067
C -3.347 3.685 -2.827  -0.592
C -1.682 3.934 -1.107  -0.613
C -3.687 2.637 -0.653  -0.187
C -2.373 3.082 -0.259  -0.411
C 1.967 -2.798 -1.827  -0.412
C 3.030 2.184 0.499  -0.172
C 2.049 -5.459 -2.715  -0.255
C -5.658 1.634 -0.066  -0.125
C 1.555 0.248 -2.870  -0.477
C 2.437 0.299 -3.952  -0.302
C -5.474 2.495 -2.278  -0.002
C -6.227 1.862 -1.331  -0.027
H 0.080 -1.808 -3.958  0.092
H -1.902 -3.673 -0.585  0.140
H -5.869 2.698 -3.264  0.102
H 3.888 1.113 2.163  0.101
H 4.311 -0.240 -3.058  0.058
H 3.873 -5.585 -1.610  0.122
H 4.883 -3.945 -0.413  0.082
H -1.588 4.840 -3.065  0.104
H 1.385 -7.501 -2.623  0.087
H 2.408 3.080 -1.355  0.096
H 3.545 -1.546 -3.950  0.083
H -0.966 -1.458 5.981  0.091
H -0.454 -1.519 4.298  0.077
H 4.328 -0.229 -4.829  0.086
H 3.056 2.419 3.306  0.119
H 0.341 3.024 2.311  0.142
H 6.439 1.660 -1.217  0.117
H -5.216 -1.839 1.192  0.139
H 4.674 -2.301 -1.031  0.063
H -2.167 -3.867 1.157  0.146
H -4.088 -2.753 2.204  0.144
H -1.032 -3.082 -3.464  0.079
H 3.080 -7.316 -3.064  0.081
H -0.555 -1.778 -2.336  0.015
H -0.233 3.848 8.029  0.092
H -4.214 -3.626 0.012  0.198
H 6.070 0.830 1.078  0.117
H -3.533 0.231 -0.917  0.092
H 4.604 2.787 -2.437  0.119
H -4.842 -1.670 -1.186  0.141
H -2.794 -0.818 2.524  0.112
H -0.859 0.562 7.286  0.127
H 2.740 1.138 -5.896  0.119
H 1.267 3.083 8.534  0.091
H -0.269 0.856 -2.012  0.034
H -0.604 -1.772 -0.127  0.045
H -0.915 2.295 -3.992  0.086
H 1.654 3.737 5.947  0.131
H -3.450 -2.492 -1.918  0.140
H -2.123 -0.604 -1.573  0.106
H 1.814 -6.957 -4.241  0.085
H 3.805 -2.817 0.405  0.071
H -1.960 -0.701 4.743  0.079
H 2.265 3.929 3.747  0.137
H -7.244 1.554 -1.533  0.117
H 0.223 -4.994 -3.728  0.121
H 0.639 2.406 -5.927  0.112
H -0.275 2.274 8.824  0.082
H -0.972 -1.904 1.584  0.116
H -3.935 0.111 1.540  0.104
H -6.247 1.153 0.710  0.118

---

Here is 7 unconnected molecules or ions with the total composition C48H51N9S2 at a distorted geometry from the Open Molecules 2025 dataset. Energies are from ωB97M-V/def2-TZVPD.

Values from the calculation:
HOMO-LUMO gap   7.45 eV
HOMO level   -8.07 eV
Strongest force on any atom   1.99 eV/Å
LUMO level   -0.62 eV

Each line ends with the Löwdin charge.
CARTESIAN COORDINATES (ANGSTROEM)
S -0.780 -0.511 -0.423  1.015
S -0.112 0.141 2.384  0.736
N -3.087 5.247 -9.158  0.002
N -3.549 -6.883 6.459  0.001
N 6.530 0.544 2.007  0.010
N -1.537 4.597 -2.318  0.139
N 1.717 0.004 0.468  -0.059
N -1.342 -5.032 4.326  0.004
N 0.502 -1.999 7.951  0.009
N -1.332 2.149 -3.768  0.138
N -0.647 1.061 -6.950  0.015
C -1.937 5.997 -10.893  -0.113
C -4.634 -7.661 6.153  -0.138
C -0.768 4.444 -3.355  -0.112
C -1.463 4.699 -10.556  -0.108
C -2.224 3.480 -1.943  -0.221
C -4.995 -6.619 8.111  -0.105
C -0.597 -3.054 3.661  -0.115
C -1.200 -2.913 4.940  -0.110
C -2.859 1.161 -2.211  -0.012
C -0.670 3.229 -4.069  -0.125
C 2.764 -2.232 -2.339  -0.070
C 3.587 3.827 0.655  -0.081
C -2.122 2.276 -2.658  -0.216
C -1.652 -4.147 5.326  -0.132
C 0.561 1.930 -8.590  -0.106
C -2.937 6.307 -10.011  -0.146
C 1.952 -0.512 -0.884  -0.325
C 1.564 2.495 0.845  -0.042
C 8.487 0.057 2.915  -0.116
C 2.547 -1.752 -1.048  -0.015
C 7.774 0.037 1.747  -0.143
C -3.764 -6.240 7.649  -0.147
C -3.064 3.540 -0.812  -0.001
C 1.983 -1.564 9.537  -0.116
C -2.282 -0.925 0.472  -0.462
C 7.640 0.600 3.919  -0.113
C -0.074 0.008 -7.611  -0.141
C 1.624 -2.470 8.574  -0.142
C -2.190 4.265 -9.481  -0.146
C 0.685 0.514 -8.632  -0.107
C -3.410 -1.211 -0.541  -0.252
C -0.703 -4.371 3.309  -0.126
C 1.809 -0.230 -3.275  -0.059
C 6.441 0.892 3.326  -0.135
C -5.547 -7.520 7.161  -0.109
C 0.142 -0.799 8.500  -0.145
C -4.385 -0.034 -0.632  -0.152
C -3.662 1.218 -1.097  -0.228
C 3.650 1.458 0.321  -0.038
C 1.040 -0.502 9.490  -0.116
C 1.594 0.241 -1.992  -0.084
C 2.283 1.342 0.565  -0.231
C 4.307 2.679 0.344  -0.077
C -3.771 2.441 -0.399  -0.016
C 0.363 -0.094 0.833  -1.031
C 2.394 -1.482 -3.449  -0.074
C -0.269 2.235 -7.544  -0.178
C 2.224 3.716 0.898  -0.068
H 0.505 2.442 1.038  0.085
H -4.408 2.518 0.470  0.115
H -4.660 -8.246 5.250  0.105
H -2.726 -6.798 5.898  0.109
H 0.017 -2.462 7.203  0.101
H 5.793 0.646 1.335  0.089
H -3.754 5.198 -8.411  0.141
H 5.362 2.695 0.121  0.104
H -5.450 -6.287 9.028  0.092
H -2.770 0.243 -2.771  0.117
H -3.975 -2.058 -0.153  0.110
H -0.379 -4.895 2.426  0.108
H 2.570 -1.839 -4.453  0.102
H -3.134 4.470 -0.269  0.114
H 3.241 -3.192 -2.468  0.102
H -2.572 -0.082 1.089  0.055
H 1.524 0.387 -4.113  0.099
H -3.553 7.186 -9.919  0.103
H 1.024 0.378 10.110  0.087
H 2.070 -3.404 8.280  0.104
H 7.883 0.759 4.956  0.088
H -0.720 -0.262 8.141  0.103
H 9.503 -0.280 3.038  0.087
H -0.255 -1.005 -7.296  0.104
H 5.535 1.316 3.726  0.109
H -2.164 -4.462 6.218  0.083
H -1.253 0.985 -6.151  0.120
H 1.265 -0.064 -9.332  0.089
H 1.685 4.625 1.120  0.105
H 1.150 1.220 -1.877  0.113
H -6.506 -8.008 7.214  0.091
H 8.043 -0.293 0.758  0.103
H 2.840 -2.311 -0.173  0.120
H -2.137 -1.791 1.109  0.072
H -1.584 6.628 -11.690  0.088
H 4.086 4.783 0.676  0.101
H -0.678 4.148 -11.048  0.088
H -3.057 -1.513 -1.523  0.092
H 4.200 0.558 0.076  0.110
H -0.018 3.196 -4.933  0.089
H -1.292 -2.002 5.511  0.091
H -3.026 -5.575 8.065  0.102
H 1.026 2.641 -9.251  0.091
H -1.545 -6.013 4.327  0.126
H -0.180 5.290 -3.685  0.108
H -0.142 -2.271 3.072  0.015
H -4.887 0.123 0.320  0.117
H -0.619 3.181 -7.172  0.094
H 2.827 -1.652 10.200  0.087
H -5.158 -0.266 -1.367  0.121
H -2.148 3.347 -8.924  0.086

---

- Which value of strongest force on any atom does entry 3 give?
  0.54 eV/Å